{"formula": "C32H76O26P4", "method": "ωB97M-V/def2-TZVPD", "elements": ["C", "O", "P", "O", "O", "C", "O", "C", "H", "H", "H", "H", "H", "H", "H", "H", "H", "C", "O", "P", "O", "O", "C", "O", "C", "H", "H", "H", "H", "H", "H", "H", "H", "H", "C", "O", "P", "O", "O", "C", "O", "C", "H", "H", "H", "H", "H", "H", "H", "H", "H", "C", "O", "P", "O", "O", "C", "O", "C", "H", "H", "H", "H", "H", "H", "H", "H", "H", "C", "C", "O", "C", "C", "O", "H", "H", "H", "H", "H", "H", "H", "H", "C", "C", "O", "C", "C", "O", "H", "H", "H", "H", "H", "H", "H", "H", "C", "C", "O", "C", "C", "O", "H", "H", "H", "H", "H", "H", "H", "H", "C", "C", "O", "C", "C", "O", "H", "H", "H", "H", "H", "H", "H", "H", "C", "C", "O", "C", "C", "O", "H", "H", "H", "H", "H", "H", "H", "H"], "positions_angstrom": [[4.1511, 2.5157, -1.5796], [4.5970, 1.1617, -1.6664], [5.5466, 0.5698, -0.5353], [5.3620, 1.1545, 0.7875], [5.1955, -0.9689, -0.5779], [4.9873, -1.5878, -1.8521], [7.0148, 0.6737, -1.1036], [7.7025, 1.9229, -1.0025], [4.4403, 3.0877, -2.4643], [4.6158, 3.0561, -0.7512], [3.0745, 2.5328, -1.4433], [3.9854, -1.3603, -2.2138], [5.1144, -2.6637, -1.7582], [5.7133, -1.2634, -2.6003], [6.9949, 2.7535, -1.0340], [8.3340, 2.0251, -1.8805], [8.2677, 1.9640, -0.0769], [-0.6211, -3.3694, 3.3073], [-0.5373, -4.4656, 4.2204], [0.3724, -4.3602, 5.5072], [-0.2171, -3.6451, 6.6341], [1.6856, -3.7087, 4.9223], [2.9253, -3.7323, 5.6098], [0.7936, -5.8471, 5.7966], [0.0773, -6.6537, 6.7322], [-0.7764, -2.4433, 3.8687], [-1.5053, -3.5351, 2.6980], [0.2795, -3.2603, 2.7046], [3.3236, -2.7218, 5.6564], [3.6329, -4.3539, 5.0613], [2.9391, -4.1181, 6.6321], [-0.7369, -6.0931, 7.1939], [0.7551, -6.9954, 7.5100], [-0.3672, -7.5010, 6.2119], [-6.5211, -2.0778, 0.9830], [-6.5305, -0.6752, 1.1433], [-5.3749, 0.0700, 1.9179], [-5.1418, -0.4400, 3.2679], [-5.8982, 1.5385, 1.7932], [-5.1120, 2.5995, 2.3241], [-4.1191, 0.0161, 0.9519], [-3.1347, -1.0159, 1.0740], [-5.7191, -2.5450, 1.5564], [-6.4523, -2.3776, -0.0649], [-7.4620, -2.5098, 1.3281], [-4.1729, 2.2639, 2.7727], [-5.6623, 3.1622, 3.0745], [-4.8186, 3.2843, 1.5249], [-2.5853, -1.0629, 0.1365], [-3.6002, -1.9881, 1.2283], [-2.4430, -0.7599, 1.8739], [-6.4632, 4.9654, -4.1915], [-5.2383, 4.3165, -3.8821], [-5.1283, 2.7515, -3.9620], [-5.6201, 2.1095, -5.1707], [-3.5767, 2.5852, -3.7064], [-2.9076, 1.3935, -4.1146], [-5.8081, 2.2189, -2.6372], [-5.2344, 2.6615, -1.3882], [-6.9171, 5.3920, -3.2970], [-7.1802, 4.3004, -4.6755], [-6.2666, 5.7808, -4.8872], [-2.1764, 1.5667, -4.8968], [-3.6178, 0.6427, -4.4701], [-2.3918, 0.9695, -3.2491], [-4.3285, 2.0933, -1.1877], [-5.9432, 2.4136, -0.6007], [-5.0702, 3.7376, -1.3920], [-1.6535, -3.3207, -2.4997], [-1.5547, -4.8177, -2.6022], [-1.3535, -5.4392, -1.3308], [-0.1554, -5.2703, -0.7539], [-0.1325, -5.8485, 0.6257], [0.8076, -4.8179, -1.3206], [-2.2085, -3.0775, -1.5887], [-2.1674, -2.8491, -3.3364], [-0.6707, -2.8612, -2.4224], [-2.4794, -5.2660, -2.9674], [-0.8144, -5.1326, -3.3417], [-0.9850, -5.5802, 1.2456], [0.7567, -5.5442, 1.1768], [-0.0470, -6.9348, 0.5532], [-1.2286, 7.2423, -2.5523], [-2.1149, 6.3656, -1.7046], [-1.8776, 6.6432, -0.3170], [-2.5884, 5.9395, 0.5544], [-2.2378, 6.2270, 1.9857], [-3.3951, 5.1024, 0.2283], [-1.6192, 7.3118, -3.5667], [-0.2346, 6.8030, -2.6844], [-1.0358, 8.2164, -2.1053], [-3.1773, 6.4727, -1.9272], [-1.8926, 5.3127, -1.9008], [-1.6641, 7.1505, 2.0575], [-1.6108, 5.4602, 2.4416], [-3.1536, 6.2837, 2.5692], [1.1529, -1.5752, -0.2229], [1.3670, -0.0895, -0.4890], [0.1715, 0.5680, -0.0483], [-0.0020, 1.8446, -0.3894], [-1.3962, 2.3453, -0.1020], [0.8598, 2.5405, -0.8742], [1.9570, -2.1364, -0.6956], [0.1720, -1.8228, -0.6315], [1.1507, -1.8063, 0.8414], [2.2018, 0.1793, 0.1642], [1.5816, 0.1145, -1.5354], [-1.7615, 2.7357, -1.0538], [-1.4267, 3.1272, 0.6499], [-2.0260, 1.5132, 0.1990], [0.7836, -0.9712, -4.6774], [1.6371, 0.2264, -5.0547], [1.1595, 1.3554, -4.3253], [1.8097, 2.5086, -4.5586], [1.2785, 3.6609, -3.7542], [2.8016, 2.5618, -5.2374], [0.7589, -1.0905, -3.5913], [1.2679, -1.8483, -5.1069], [-0.2584, -0.8948, -4.9871], [2.6646, -0.0112, -4.7799], [1.5792, 0.4057, -6.1271], [1.6060, 4.5934, -4.2011], [1.6840, 3.5509, -2.7534], [0.1894, 3.5990, -3.7392], [3.9829, -2.5117, 2.3412], [5.2903, -1.9743, 2.8430], [5.5266, -2.5241, 4.1581], [6.7438, -2.3694, 4.6853], [6.8514, -3.0489, 6.0296], [7.6647, -1.8471, 4.1136], [3.6900, -2.0066, 1.4224], [3.1786, -2.4608, 3.0778], [4.0453, -3.5807, 2.1089], [6.1442, -2.2763, 2.2366], [5.2802, -0.8839, 2.8726], [7.7698, -2.7419, 6.5162], [6.8587, -4.1202, 5.8332], [5.9941, -2.7595, 6.6354]], "atomic_forces_ev_per_a": [[0.1099, 0.9486, 0.1208], [0.1993, -0.0621, -0.0595], [-0.5018, 0.0761, 0.4037], [-0.0008, 0.1629, 0.2759], [0.3223, 0.0222, -0.4181], [0.0711, -0.3070, -0.5024], [0.0933, -0.5088, -0.2348], [-0.2827, 0.3884, -0.2431], [-0.1125, -0.4568, -0.2827], [-0.1247, -0.3358, 0.2278], [-0.0147, -0.0895, -0.0075], [-0.0154, -0.0155, 0.0219], [-0.1190, 0.0217, 0.3414], [0.0086, 0.2175, 0.1409], [0.0275, 0.0194, 0.1498], [0.1968, -0.1822, 0.0971], [0.0784, -0.0321, 0.0038], [-0.3741, 0.5540, 0.4727], [0.2263, -0.2468, -0.4350], [0.0754, 0.4885, 0.2302], [-0.1774, -0.0314, 0.2269], [-0.1037, -0.3114, -0.1383], [1.1112, 0.0450, 0.2956], [0.1400, -0.2861, -0.1148], [-0.5596, -0.0318, 0.2263], [0.0154, 0.0011, -0.0836], [0.0895, -0.0875, -0.1402], [0.0099, -0.2512, -0.0222], [-0.0817, 0.0456, -0.1540], [-0.0986, 0.0982, -0.2095], [-0.7703, -0.0385, -0.0289], [0.1447, 0.1062, 0.0345], [0.0978, -0.0142, -0.0788], [0.2076, -0.0386, -0.0835], [-0.1769, -0.9431, 0.0816], [-0.3360, 0.4877, -0.3951], [-0.5610, -0.6930, 0.4533], [0.4654, -0.0575, 0.0232], [-0.0853, 0.1483, -0.2623], [0.8293, 0.7464, 0.0067], [0.2702, 0.2256, -0.3166], [0.1008, 0.0242, -0.0692], [-0.0252, -0.0032, -0.0079], [0.2933, 0.4098, -0.0549], [-0.0061, 0.3006, 0.2339], [-0.1943, -0.2803, 0.0830], [-0.2370, -0.2287, -0.0112], [-0.2339, -0.0963, -0.1008], [-0.0128, 0.1817, -0.0803], [0.0686, 0.0201, 0.2335], [-0.0437, -0.1955, 0.1225], [-0.6030, 0.3690, -0.3540], [0.3595, 0.4389, 0.0599], [0.2136, -0.4221, 0.0895], [-0.4244, -0.1737, -0.2307], [0.5455, 0.3593, -0.0765], [-0.1841, -0.8219, 0.2967], [-0.0686, 0.0009, 0.1170], [-0.4418, -0.2740, 0.2709], [0.1354, -0.1616, 0.1278], [0.1079, -0.1380, 0.0863], [0.1812, -0.0512, 0.0397], [-0.0064, 0.4071, -0.0922], [-0.0014, 0.1423, -0.0591], [0.0061, 0.1690, 0.0128], [0.1914, 0.2100, -0.0556], [-0.1234, -0.0023, -0.1392], [0.2392, -0.0442, -0.0134], [0.0535, 0.4666, 0.4598], [-0.3914, -0.5300, -1.0411], [-0.0572, 0.2925, 0.1570], [0.4912, -0.4676, -0.0713], [0.4726, -0.1135, 0.7088], [-0.2227, 0.2783, 0.0012], [-0.0516, 0.0922, -0.0840], [-0.0618, -0.2582, -0.1211], [0.0688, -0.0557, 0.0269], [-0.1618, 0.1765, 0.2268], [0.3480, 0.0565, 0.3691], [-0.2364, -0.1465, -0.2749], [0.0791, 0.2281, -0.2851], [-0.3308, 0.0022, -0.0761], [0.7801, -0.1805, -0.1443], [-0.1703, -0.5601, -0.3701], [0.2755, 0.4048, -0.0171], [0.1427, -0.7614, 0.3105], [0.2461, 0.5967, 0.1541], [-0.2791, -0.0691, -0.1139], [-0.2215, 0.2940, 0.1057], [-0.0732, -0.1315, 0.2318], [-0.4482, 0.1449, -0.1409], [0.0121, 0.2723, 0.1152], [-0.0124, 0.0138, 0.1407], [-0.2001, 0.0721, 0.0534], [-0.0928, -0.2766, -0.3346], [-0.0053, 0.0744, -0.0004], [-0.3621, 0.5085, -0.4238], [0.5777, -0.9240, 1.1957], [-0.2925, -0.0812, -0.3149], [0.1033, 0.7966, 0.3470], [0.0766, -0.6656, -0.4362], [-0.0313, -0.3301, 0.0157], [-0.1797, -0.2293, -0.0817], [0.1721, -0.4722, -0.0945], [0.0195, 0.1306, 0.0419], [0.0684, 0.6880, -0.3919], [-0.0692, 0.2454, -0.0003], [-0.1570, 0.1947, 0.1481], [0.1736, 0.0789, -0.0293], [-0.1648, 0.0728, 0.1147], [0.1118, 0.1639, 0.3323], [-0.3371, -0.8150, 0.1416], [-0.3964, 0.2033, -0.0756], [0.7947, 0.2032, 0.4779], [-0.3473, -0.3953, -0.5386], [-0.0094, 0.0010, -0.3839], [0.1692, -0.0495, 0.0073], [-0.2980, -0.1514, -0.0238], [0.0813, 0.0217, -0.2977], [0.1436, 0.3759, -0.0734], [0.1412, 0.2078, 0.0016], [0.0540, 0.0169, -0.0224], [-0.2330, 0.1303, 0.1258], [0.0560, 0.1508, 0.3015], [-0.3464, -0.8418, -0.1451], [0.4786, 0.0567, -0.0158], [-0.5125, 0.1771, 0.2189], [0.5571, -0.3454, -0.1213], [-0.2169, 0.4576, -0.3310], [-0.0747, 0.2385, -0.0253], [0.0059, 0.1349, 0.0639], [0.0665, 0.4496, 0.0154], [0.2019, 0.0649, -0.0595], [-0.1588, 0.0949, -0.2585], [0.0782, -0.0082, 0.2114], [0.0779, -0.0560, -0.0126], [-0.0873, -0.0584, 0.2557], [-0.0181, -0.2785, 0.1025]], "charge": 0, "largest_force_ev_per_a": 1.62, "de_lowest_ev": 0.000, "smiles": "COP(=O)(OC)OC.COP(=O)(OC)OC.COP(=O)(OC)OC.COP(=O)(OC)OC.CCOC(C)=O.CCOC(C)=O.CCOC(C)=O.CCOC(C)=O.CCOC(C)=O", "total_energy_ev": -124818.0053, "homo_ev": -10.1}